11 unconnected molecules or ions with the total composition C38H73Br20N3O3PS3. Source: the OMol25 dataset; level of theory: ωB97M-V/def2-TZVPD.

Computed properties:
- charge = +1
- E_LUMO (eV) = -4.4

Each line ends with the Löwdin charge.
Element x y z (Å)
C1 -0.0277 5.0633 -4.7547  -0.0624
C2 -0.2347 4.7353 -3.2289  -0.2967
O1 -1.4977 5.2156 -2.7203  -0.2172
P1 -2.4319 3.9568 -2.1461  0.6191
O2 -2.5961 3.0003 -3.2869  -0.3038
C3 -1.5912 3.1591 -0.6663  -0.1593
C4 -2.0596 1.6317 -0.6238  -0.1648
C5 -0.9108 0.7148 -1.0858  -0.0622
C6 0.4690 0.8610 -0.5753  0.0387
C7 1.3821 -0.1282 -1.1717  -0.5795
S1 3.0935 -0.0273 -0.5329  0.7672
N1 1.1785 -1.0671 -2.0840  0.0511
N2 -0.0658 -1.1738 -2.5214  0.1020
C8 -1.0339 -0.3730 -2.0535  -0.0843
C9 -2.4734 -0.6430 -2.6255  -0.1082
C10 -2.7926 -2.1735 -2.8197  -0.2201
C11 -2.5967 -2.4755 -4.3712  -0.5277
S2 -3.9466 -1.7642 -5.4071  0.7972
C12 -3.4367 -0.1103 -6.0542  -1.0145
S3 -4.4785 1.1189 -5.6738  0.7155
N3 -2.2255 0.0761 -6.7975  -0.2309
C13 -1.1382 0.6509 -5.9800  -0.2424
C14 0.2338 0.7962 -6.7300  -0.0900
C15 -2.4380 0.7915 -8.0829  -0.2205
C16 -2.3805 2.3690 -8.0039  -0.1099
O3 -3.8319 4.6571 -1.6433  -0.2194
C17 -4.9534 4.3529 -2.5181  -0.2555
C18 -5.6029 2.9989 -2.0345  -0.0778
H1 -0.4175 4.2142 -5.3806  0.0651
H2 1.0533 5.1709 -5.0216  0.0817
H3 -0.5226 6.0279 -5.0325  0.0818
H4 0.5721 5.3036 -2.6843  0.1236
H5 -0.0665 3.6428 -3.0252  0.0980
H6 -2.0438 3.6545 0.2294  0.1063
H7 -0.4888 3.2816 -0.7402  0.0836
H8 -2.9631 1.5857 -1.2781  0.0754
H9 -2.4136 1.3497 0.4054  0.1109
H10 0.7515 1.6319 0.1718  0.1047
H11 3.6683 -1.2689 -0.6377  -0.0962
H12 -0.2594 -1.8918 -3.2280  0.1649
H13 -2.5497 -0.0318 -3.5585  0.0907
H14 -3.2534 -0.2343 -1.9306  0.1211
H15 -2.1241 -2.8524 -2.2152  0.1180
H16 -3.8340 -2.4426 -2.5018  0.1147
H17 -1.6270 -2.0827 -4.7715  0.0573
H18 -2.6150 -3.6111 -4.4532  -0.0077
H19 -1.4459 1.6218 -5.4931  0.0992
H20 -0.9694 -0.0600 -5.1160  0.0830
H21 0.3162 1.8752 -7.0450  0.0794
H22 1.1268 0.6265 -6.0689  -0.0193
H23 0.3340 0.1718 -7.6467  0.0551
H24 -1.5906 0.4774 -8.7537  0.1136
H25 -3.3729 0.4232 -8.5627  0.1167
H26 -2.5012 2.7901 -6.9804  0.0451
H27 -3.2616 2.7504 -8.5932  0.0580
H28 -1.4852 2.8046 -8.5249  0.0800
H29 -4.7127 4.3732 -3.6045  0.1180
H30 -5.7236 5.1465 -2.3294  0.1270
H31 -6.6824 2.9635 -2.3396  0.0869
H32 -5.5811 3.0395 -0.9099  0.0865
H33 -5.0262 2.1211 -2.4215  0.0498
Br1 -0.6212 1.2874 2.9789  0.6444
C19 0.7943 -0.0098 3.3335  -0.6656
C20 1.9032 0.5928 4.1561  -0.6979
Br2 3.0413 1.7399 3.0721  0.5933
H34 1.1323 -0.3800 2.3676  0.0351
H35 0.3079 -0.8182 3.8785  0.0646
H36 2.5663 -0.1840 4.5378  -0.0500
H37 1.5447 1.1965 4.9878  0.0564
Br3 -3.5833 -6.2342 -7.9183  0.6258
C21 -2.8855 -6.7924 -6.1877  -0.6880
C22 -3.9887 -6.9362 -5.1713  -0.6616
Br4 -4.5851 -5.1977 -4.5228  0.6954
H38 -2.1309 -6.0635 -5.9008  0.0467
H39 -2.4059 -7.7533 -6.3707  0.0610
H40 -3.6301 -7.4620 -4.2869  0.0604
H41 -4.8665 -7.4469 -5.5597  0.0558
Br5 4.4360 -1.6512 5.4242  0.6452
C23 4.5539 -0.6762 7.1106  -0.6684
C24 5.1056 0.7117 6.9074  -0.6948
Br6 7.0341 0.6820 6.6404  0.6167
H42 5.1537 -1.2843 7.7850  -0.0280
H43 3.5308 -0.6294 7.4835  0.0659
H44 4.9515 1.3175 7.8008  0.0548
H45 4.6754 1.2229 6.0474  0.0295
Br7 -6.5363 -1.9635 -8.5647  0.5980
C25 -6.8194 -3.7554 -9.2735  -0.6921
C26 -5.9599 -4.0091 -10.4847  -0.7160
Br8 -6.6800 -3.1270 -12.0643  0.6145
H46 -7.8837 -3.8517 -9.4750  0.0528
H47 -6.5447 -4.4286 -8.4614  0.0418
H48 -5.9499 -5.0706 -10.7317  0.0557
H49 -4.9372 -3.6587 -10.3646  0.0472
Br9 7.0961 -3.3878 7.5688  0.6313
C27 7.6947 -3.8196 9.3712  -0.6736
C28 6.5293 -3.9597 10.3146  -0.6854
Br10 5.8151 -2.2199 10.8215  0.6046
H50 8.3953 -3.0422 9.6673  0.0552
H51 8.2271 -4.7653 9.2759  0.0603
H52 6.8456 -4.4201 11.2512  0.0359
H53 5.7040 -4.5308 9.8960  0.0535
Br11 4.9505 4.7629 9.3224  0.6107
C29 5.4255 4.6657 7.4366  -0.6951
C30 4.5045 5.5088 6.5928  -0.6834
Br12 2.7778 4.6409 6.3401  0.5858
H54 5.4146 3.6138 7.1612  0.0138
H55 6.4468 5.0408 7.3809  0.0633
H56 4.9107 5.6312 5.5892  0.0590
H57 4.3056 6.4884 7.0209  0.0524
Br13 4.0367 -5.9688 13.2144  0.5938
C31 4.1374 -4.9992 14.9036  -0.7063
C32 4.6943 -3.6149 14.7065  -0.7168
Br14 6.6262 -3.6581 14.4599  0.6015
H58 4.7296 -5.6077 15.5833  0.0551
H59 3.1105 -4.9504 15.2656  -0.0409
H60 4.5348 -3.0057 15.5964  -0.0572
H61 4.2761 -3.1027 13.8422  0.0442
Br15 -2.2386 6.5087 -8.2729  0.5935
C33 -3.9510 6.6765 -9.1878  -0.6892
C34 -4.2420 5.4670 -10.0369  -0.6966
Br16 -3.2076 5.4910 -11.6864  0.6093
H62 -3.9154 7.6018 -9.7578  0.0521
H63 -4.6895 6.7726 -8.3925  0.0574
H64 -5.2842 5.4640 -10.3550  0.0606
H65 -4.0171 4.5292 -9.5361  0.0169
Br17 0.9405 -3.6616 16.0214  0.6831
C35 1.0411 -2.6968 17.7117  -0.6712
C36 1.6019 -1.3123 17.5193  -0.6755
Br18 3.5343 -1.3581 17.2766  0.6899
H66 1.6309 -3.3076 18.3911  0.0557
H67 0.0142 -2.6482 18.0722  0.0595
H68 1.4422 -0.7062 18.4104  0.0600
H69 1.1861 -0.7974 16.6564  0.0533
Br19 3.1864 -0.1615 -4.6824  0.6614
C37 2.8761 -1.9478 -5.3965  -0.6759
C38 3.7492 -2.2202 -6.5948  -0.6832
Br20 3.0745 -1.3244 -8.1853  0.6456
H70 1.8120 -2.0216 -5.6158  0.0436
H71 3.1235 -2.6266 -4.5801  0.0572
H72 3.7403 -3.2815 -6.8414  0.0611
H73 4.7769 -1.8919 -6.4584  0.0549

Forces on the atoms, in the same order (eV/Å):
-0.347 -0.600 -0.026
1.909 0.832 -0.588
-0.959 -1.773 1.357
0.270 1.010 -2.030
-0.037 0.085 1.410
-1.394 0.027 0.130
0.058 0.511 -0.292
3.601 -0.549 0.440
-2.940 -1.852 -2.570
1.776 0.196 1.193
-0.470 0.287 0.101
-0.021 0.504 0.581
-0.613 1.979 1.611
-3.404 0.256 -0.499
0.105 -0.169 1.205
0.441 0.352 -1.370
0.406 -1.039 0.674
0.505 0.306 -0.066
0.012 0.875 1.038
0.608 -1.089 -0.623
-0.654 -0.249 0.071
0.811 -0.640 1.071
-0.106 1.168 -0.104
0.972 0.586 -0.539
-0.890 0.270 -0.885
2.153 -0.905 -0.925
-2.124 -0.431 0.326
0.221 0.775 0.015
0.082 0.984 0.469
-0.770 -0.140 0.534
0.251 -0.919 0.313
-0.875 -0.572 -0.236
-0.324 0.905 -0.295
0.862 -0.177 -0.612
-0.888 0.122 0.223
0.941 -0.381 0.398
0.695 0.193 -0.847
0.042 -0.851 -0.551
-0.995 0.412 -0.406
0.054 0.327 0.386
-0.151 -0.610 0.560
1.053 -0.187 -0.562
-0.456 0.762 -0.519
0.891 0.492 -0.446
-0.645 -0.385 0.339
0.055 1.664 -0.461
0.231 -0.737 -0.526
-0.254 0.590 -0.764
0.019 -1.067 0.047
-1.152 -0.017 -0.574
-0.203 0.283 0.836
-0.890 0.116 0.593
0.637 0.285 0.570
0.236 -0.412 -0.785
0.793 -0.264 0.637
-0.671 -0.542 0.715
0.190 -0.131 0.921
0.986 -0.467 -0.090
1.074 -0.159 0.092
-0.027 -0.234 -1.040
-0.626 0.666 0.324
0.011 0.016 -0.157
-0.137 -0.079 0.208
0.173 0.039 -0.095
-0.049 0.059 0.058
0.075 0.056 0.093
0.039 0.063 0.006
-0.161 0.033 -0.121
-0.084 -0.026 -0.114
0.062 0.089 0.069
-0.084 -0.151 -0.284
0.105 0.029 0.274
-0.360 -0.320 -0.053
-0.098 -0.041 0.034
-0.062 0.027 0.062
0.018 0.018 -0.075
0.096 0.064 -0.047
0.244 -0.167 0.115
-0.269 0.076 -0.004
0.207 0.070 0.126
-0.086 0.056 -0.088
0.013 0.063 -0.083
0.056 0.042 -0.012
-0.067 -0.114 0.006
-0.013 -0.084 0.041
-0.063 0.016 -0.008
0.170 0.015 0.269
-0.140 -0.116 -0.252
0.095 0.023 0.059
0.104 0.021 -0.078
0.039 0.015 -0.072
-0.034 0.041 0.076
-0.103 0.009 0.079
0.054 0.041 0.006
0.006 -0.167 -0.182
0.057 0.055 0.296
-0.095 -0.024 -0.098
-0.114 -0.033 0.032
-0.072 0.026 0.051
-0.003 0.047 -0.035
0.100 0.048 -0.030
-0.024 -0.118 -0.071
0.120 0.175 0.243
-0.028 -0.132 -0.257
-0.007 0.032 0.044
-0.017 0.113 -0.064
-0.071 -0.001 -0.057
0.019 -0.040 0.071
0.040 -0.114 0.049
0.064 -0.043 0.017
-0.212 -0.064 -0.109
0.172 0.055 0.186
0.014 0.012 -0.084
0.034 0.097 -0.082
0.225 0.032 -0.065
-0.006 -0.237 -0.202
0.010 -0.103 0.032
0.000 0.031 -0.045
0.001 -0.047 0.292
-0.097 0.081 -0.331
0.020 -0.081 0.101
0.007 -0.123 -0.027
0.013 -0.046 -0.066
0.045 0.052 0.066
0.011 0.132 0.034
-0.097 0.068 0.098
-0.238 -0.050 -0.110
0.181 0.087 0.187
-0.135 0.194 0.107
0.011 0.106 -0.058
0.061 0.051 -0.023
-0.020 -0.086 -0.024
0.001 -0.115 0.044
0.123 -0.037 0.065
0.157 0.010 0.283
-0.168 -0.085 -0.318
0.106 0.004 0.076
0.098 0.017 -0.141
0.027 0.022 -0.063
-0.022 0.044 0.093
-0.106 0.002 0.085

C4H10O2Si in the gas phase. Source: the OMol25 dataset; level of theory: ωB97M-V/def2-TZVPD.

Computed properties:
- charge = 0
- E_LUMO (eV) = 0.5
- SMILES = C[Si](C)(C)OC=O
- relative energy (zero: lowest compared OMol25 entry of this formula, charge and spin) (kcal per mole) = 36.29

Each line ends with the Löwdin charge.
Element x y z (Å)
C1 -3.1083 0.7260 -0.0757  -0.4558
C2 0.4592 -1.8626 0.3069  -0.1845
C3 0.1003 0.5510 -1.7552  -0.1686
C4 0.4758 1.3802 1.2407  -0.1768
O1 -2.0766 0.0324 0.3929  -0.1632
O2 -4.3038 0.7502 0.1596  0.0389
Si1 -0.1728 -0.1119 0.0649  0.7173
H1 -2.6602 1.4932 -0.8093  0.1281
H2 1.5012 -2.0585 -0.0483  0.0511
H3 0.5123 -2.2068 1.3696  0.0454
H4 -0.1269 -2.6267 -0.1578  0.0171
H5 0.1315 -0.3314 -2.4129  0.0266
H6 -0.8011 0.9853 -2.1938  0.0146
H7 0.9671 1.2058 -1.7280  0.0226
H8 -0.1549 2.2391 0.9859  0.0134
H9 0.2475 1.1852 2.3487  0.0501
H10 1.5020 1.6452 0.8995  0.0238

Forces on the atoms, in the same order (eV/Å):
0.623 2.372 -1.673
0.922 -0.348 1.358
-1.225 -1.692 1.013
-1.046 -1.581 -0.173
1.269 -1.640 0.633
2.222 -1.127 0.387
-1.986 2.931 -0.103
-0.865 -0.588 0.426
-0.696 0.731 -0.036
-0.235 0.646 -0.552
-0.690 -0.247 -0.606
1.028 0.173 0.139
0.135 0.775 0.562
-0.004 -0.097 -0.537
-0.036 -0.180 -0.186
1.047 0.212 -1.581
-0.464 -0.339 0.929

3 unconnected molecules or ions with the total composition C3H12O2S2. Source: the OMol25 dataset; level of theory: ωB97M-V/def2-TZVPD.

Computed properties:
- charge = 0
- E_LUMO (eV) = 0.5
- SMILES = CCSSC.O.O
- relative energy (zero: lowest compared OMol25 entry of this formula, charge and spin) (kcal per mole) = 20.89

Each line ends with the Löwdin charge.
Element x y z (Å)
C1 0.1617 -2.1636 -0.9823  -0.1698
C2 0.0931 -1.9080 0.5298  -0.5777
S1 -1.0932 -0.5420 0.8164  0.4585
S2 -0.8399 0.0522 2.7792  0.4137
C3 0.9755 0.1206 2.9906  -0.4582
H1 -0.0392 -3.2223 -1.1820  0.0761
H2 -0.6487 -1.6702 -1.5232  0.0356
H3 1.0917 -1.7793 -1.4000  0.0750
H4 1.0885 -1.6596 0.8813  0.0528
H5 -0.3155 -2.7139 1.1263  0.0593
H6 1.2507 -0.7780 3.5326  0.0238
H7 1.1155 0.9615 3.6869  0.0270
H8 1.4657 0.3515 2.0517  0.0297
H9 -1.5850 1.4298 -3.2623  0.0490
H10 -1.0179 0.6267 -2.1016  0.0020
O1 -1.5444 1.4110 -2.2918  -0.0647
H11 0.5524 3.6483 -2.3453  0.0221
H12 -0.8025 3.7353 -1.6732  0.0153
O2 0.0916 4.0999 -1.6331  -0.0694

Forces on the atoms, in the same order (eV/Å):
-0.770 -0.252 0.159
-0.542 0.314 0.170
0.550 0.498 -0.344
0.096 -0.411 -0.135
-0.968 0.837 0.829
0.643 0.138 -0.116
-0.096 0.212 0.115
0.009 -0.400 -0.034
-0.046 0.147 0.286
0.278 -0.525 -0.187
0.497 -0.150 -0.509
0.151 -0.175 -0.301
0.199 -0.273 0.027
-0.082 0.026 0.417
-0.004 0.070 0.259
0.054 0.010 -0.686
0.021 -0.032 0.029
0.173 -0.111 0.095
-0.165 0.075 -0.076

C3H7N3OS in the gas phase. Source: the OMol25 dataset; level of theory: ωB97M-V/def2-TZVPD.

Computed properties:
- charge = 0
- E_LUMO (eV) = 0.4
- SMILES = C=N/N=C(\NS)OC
- relative energy (zero: lowest compared OMol25 entry of this formula, charge and spin) (kcal per mole) = 148.24

Each line ends with the Löwdin charge.
Element x y z (Å)
C1 -1.9046 -0.8070 1.4891  -0.0446
C2 -0.3687 -0.2659 -0.4118  -0.5351
C3 2.5150 0.4692 0.6573  -0.0850
H1 -1.2944 0.0203 2.1596  0.1315
H2 -1.7104 -2.0055 1.3701  0.1217
H3 -3.1194 -0.8267 1.4941  0.1080
H4 -1.6725 0.5031 -1.9979  0.2024
H5 1.4366 0.5165 -2.8169  -0.0687
H6 3.4531 1.1125 0.2834  0.1005
H7 2.3628 0.3510 1.8048  0.0906
N1 -0.4875 0.1530 -1.7466  -0.3732
N2 0.5209 -0.4385 0.4936  0.0531
N3 1.6186 0.1411 -0.1750  -0.1207
O1 -1.7084 -0.4123 -0.0148  -0.2066
S1 0.3589 1.4892 -2.5890  0.6262

Forces on the atoms, in the same order (eV/Å):
-1.507 -0.973 -2.860
-5.219 0.786 1.114
1.892 1.981 0.803
-1.710 -2.879 -1.536
0.421 3.142 1.459
3.051 0.734 0.541
4.743 -2.046 1.607
-1.431 2.216 -0.036
-2.144 -1.780 0.778
0.350 0.020 -2.017
-3.885 2.367 -1.563
0.263 0.657 -2.442
2.133 -0.322 1.489
1.093 -0.551 2.058
1.951 -3.352 0.604

| no. | E_tot (eV) | frontier orbital gap (eV) | HOMO level (eV) |
| --- | --- | --- | --- |
| 1 | -1493840.9845 | 5.836 | -10.22 |
| 2 | -16283.2392 | 10.347 | -9.80 |
| 3 | -29070.7648 | 8.564 | -8.10 |
| 4 | -20571.7555 | 9.108 | -8.74 |